1.
Density functional theory data (wB97M-V/def2-TZVPD) for one molecule with the formula C16H28N2O3.

## Properties
HOMO level ... -9.3 eV
Charge ... 0
SMILES ... C[C@@H](O)[C@H]1CNC(=O)C(=O)N1CCCCC1CCCCC1
ΔE to the lowest compared entry with this formula, charge and spin ... 62.3 kJ/mol

Last column: natural (NBO) charge in e.
CARTESIAN COORDINATES (ANGSTROEM)
C1 3.06629 0.87613 -2.72671  -0.642
H1 3.13037 1.70932 -2.02923  0.211
H2 2.15243 0.96455 -3.30763  0.211
H3 3.91494 0.92693 -3.40441  0.228
C2 3.10558 -0.45137 -1.97158  0.098
O1 4.34648 -0.64627 -1.34736  -0.710
H4 4.57382 0.12679 -0.81584  0.472
H5 3.02750 -1.28064 -2.68587  0.177
C3 1.89317 -0.58356 -0.99853  -0.066
N1 1.75870 0.54720 -0.10397  -0.442
C4 2.42132 0.59938 1.07936  0.573
O2 2.26812 1.49529 1.88246  -0.577
C5 3.39893 -0.54964 1.34084  0.578
O3 4.40306 -0.40747 2.00123  -0.569
N2 3.01060 -1.74070 0.83204  -0.598
H6 3.64926 -2.51104 0.96699  0.413
C6 1.96892 -1.86459 -0.15810  -0.220
H7 2.18268 -2.72040 -0.80025  0.216
H8 1.00051 -2.02863 0.33544  0.197
C7 0.72336 1.53426 -0.35686  -0.216
C8 -0.63326 1.07670 0.18298  -0.411
C9 -1.71854 2.11126 -0.09936  -0.389
H9 -1.38914 3.07563 0.29370  0.206
C10 -3.06919 1.76690 0.53068  -0.376
H10 -2.94248 1.66342 1.60983  0.200
H11 -3.73652 2.61534 0.36395  0.205
C11 -3.72454 0.49522 -0.03693  -0.223
C12 -3.54704 -0.70500 0.89643  -0.395
C13 -4.17325 -1.96168 0.29835  -0.396
C14 -5.65976 -1.74238 0.03829  -0.396
C15 -5.86277 -0.54181 -0.87997  -0.395
C16 -5.22088 0.70783 -0.28367  -0.390
H12 -5.70922 0.95100 0.66285  0.195
H13 -5.36609 1.55168 -0.96226  0.204
H14 -6.92950 -0.36990 -1.03817  0.207
H15 -5.41101 -0.75059 -1.85305  0.191
H16 -6.09699 -2.63584 -0.41247  0.206
H17 -6.16940 -1.56235 0.98747  0.193
H18 -4.03419 -2.80481 0.97862  0.207
H19 -3.67327 -2.20587 -0.64266  0.189
H20 -2.48810 -0.87841 1.09434  0.204
H21 -4.03001 -0.48516 1.85150  0.196
H22 -3.25939 0.25870 -1.00087  0.186
H23 -1.84270 2.22065 -1.17999  0.191
H24 -0.54302 0.92614 1.26012  0.215
H25 -0.90100 0.12297 -0.27708  0.188
H26 1.02519 2.45224 0.15241  0.238
H27 0.66298 1.72206 -1.43053  0.195
H28 0.99341 -0.62497 -1.62072  0.219

***

2.
Density functional theory data (wB97M-V/def2-TZVPD) for one molecule with the formula C16H28N4O2S at a distorted geometry.

## Properties
HOMO level ... -8.9 eV
Charge ... 0
SMILES ... CCCc1nnc(SCC(=O)N(CC)CC)n1C[C@@H]1CCCO1
ΔE to the lowest compared entry with this formula, charge and spin ... 53.0 kJ/mol

Last column: natural (NBO) charge in e.
CARTESIAN COORDINATES (ANGSTROEM)
C1 0.16884 2.67041 5.52652  -0.603
H1 -0.14554 3.67634 5.79396  0.204
C2 -0.61624 2.17084 4.32166  -0.381
C3 -0.39921 3.07905 3.10338  -0.454
C4 -1.17899 2.60081 1.93683  0.350
N1 -2.39176 2.98402 1.63547  -0.296
N2 -2.79298 2.31193 0.55282  -0.265
C5 -1.82225 1.52000 0.19873  0.126
N3 -0.75291 1.65270 1.04835  -0.363
C6 0.53585 1.01825 1.00485  -0.279
H2 0.44549 0.01692 0.57881  0.259
H3 0.90810 0.92151 2.02742  0.225
C7 1.56682 1.85315 0.20380  0.096
C8 1.72615 1.36210 -1.23569  -0.439
H4 2.14635 2.15865 -1.85137  0.210
C9 2.73832 0.23194 -1.05450  -0.455
H5 2.23272 -0.68504 -0.75057  0.233
C10 3.61340 0.76184 0.08549  -0.069
H6 4.51212 1.26215 -0.29445  0.171
O1 2.84587 1.72977 0.79223  -0.531
H7 3.91886 -0.02768 0.77868  0.180
H8 3.31908 0.03662 -1.95320  0.217
H9 0.78496 1.03552 -1.67181  0.231
H10 1.28157 2.91125 0.26071  0.190
S1 -1.86951 0.48401 -1.20470  0.246
C11 -1.90164 -1.18181 -0.39725  -0.607
H11 -2.86183 -1.64139 -0.61450  0.233
C12 -0.70655 -1.96734 -0.90358  0.680
O2 0.32058 -2.00487 -0.24150  -0.660
N4 -0.81447 -2.56229 -2.10375  -0.436
C13 -1.99461 -2.52718 -2.94314  -0.212
C14 -2.94048 -3.69314 -2.65643  -0.616
H12 -3.28618 -3.67293 -1.62587  0.207
H13 -2.43851 -4.64273 -2.82575  0.210
H14 -3.80370 -3.63607 -3.31363  0.218
H15 -1.66150 -2.58190 -3.98192  0.207
H16 -2.51117 -1.57421 -2.81873  0.209
C15 0.33314 -3.29022 -2.61851  -0.218
C16 1.14383 -2.45088 -3.60137  -0.615
H17 2.00896 -3.01479 -3.93875  0.216
H18 1.48614 -1.54075 -3.11677  0.216
H19 0.54863 -2.17762 -4.46974  0.201
H20 0.95808 -3.55716 -1.76381  0.239
H21 -0.02228 -4.20504 -3.09899  0.191
H22 -1.80057 -1.02985 0.67510  0.259
H23 -0.74598 4.08495 3.34252  0.240
H24 0.66311 3.12121 2.85424  0.218
H25 -1.68208 2.14867 4.55572  0.211
H26 -0.30600 1.15021 4.08341  0.193
H27 0.00565 2.01992 6.38233  0.212
H28 1.23431 2.69015 5.30724  0.203

***

3.
Density functional theory data (wB97M-V/def2-TZVPD) for one molecule with the formula C16H28N4O3.

## Properties
HOMO level ... -8.3 eV
Charge ... 0
SMILES ... O=C1[C@H]2CCCN2C(=O)N1CCCCN1CCN(CCO)CC1
ΔE to the lowest compared entry with this formula, charge and spin ... 122.4 kJ/mol

Last column: natural (NBO) charge in e.
CARTESIAN COORDINATES (ANGSTROEM)
O1 3.86588 -0.30237 -2.05839  -0.581
C1 4.31513 -0.26243 -0.94193  0.693
N1 3.79291 -0.86770 0.16476  -0.465
C2 4.51394 -0.56358 1.33056  0.801
O2 4.17652 -0.84880 2.44950  -0.612
N2 5.65127 0.07253 0.93591  -0.429
C3 5.57662 0.43947 -0.46172  -0.138
C4 5.54919 1.97168 -0.42313  -0.397
H1 5.87460 2.41973 -1.35802  0.230
H2 4.53600 2.31279 -0.20320  0.209
C5 6.48983 2.27918 0.74859  -0.416
H3 6.26209 3.23467 1.21576  0.224
H4 7.52042 2.30672 0.39501  0.208
C6 6.30104 1.10334 1.72575  -0.217
H5 7.25666 0.73716 2.10893  0.204
H6 5.66331 1.35545 2.57653  0.217
H7 6.44885 0.07682 -1.01712  0.220
C7 2.54489 -1.59821 0.18453  -0.214
C8 1.34687 -0.65653 0.30585  -0.405
H8 1.43911 -0.08446 1.23182  0.206
C9 0.03343 -1.43092 0.30488  -0.398
H9 -0.03269 -2.02509 -0.60761  0.195
H10 0.00356 -2.11686 1.15206  0.209
C10 -1.17196 -0.49177 0.39804  -0.211
N3 -2.40339 -1.25709 0.49172  -0.447
C11 -2.93552 -1.70089 -0.78206  -0.224
C12 -3.66723 -0.59612 -1.55671  -0.238
N4 -4.73653 -0.05235 -0.73662  -0.472
C13 -4.18248 0.48517 0.49520  -0.247
C14 -3.46475 -0.63579 1.25611  -0.215
H11 -3.05693 -0.25079 2.19244  0.201
H12 -4.19378 -1.41745 1.49183  0.198
H13 -4.99287 0.87873 1.11093  0.206
H14 -3.47561 1.31029 0.28866  0.163
C15 -5.57668 0.90175 -1.44435  -0.241
H15 -5.65791 0.57448 -2.48372  0.202
C16 -6.97962 0.89266 -0.82806  -0.063
O3 -7.48359 -0.41504 -0.76781  -0.724
H16 -6.73719 -0.97537 -0.50789  0.479
H17 -7.66778 1.47750 -1.44289  0.182
H18 -6.95600 1.33705 0.17871  0.148
H19 -5.16263 1.92291 -1.43260  0.175
H20 -4.10201 -1.02340 -2.46323  0.207
H21 -2.95157 0.18999 -1.85802  0.162
H22 -2.12554 -2.10086 -1.39244  0.202
H23 -3.64392 -2.50843 -0.57466  0.200
H24 -1.15797 0.19831 -0.45970  0.167
H25 -1.07375 0.10817 1.30613  0.196
H26 1.36347 0.04263 -0.53390  0.206
H27 2.48246 -2.17057 -0.74421  0.218
H28 2.58184 -2.27630 1.03978  0.227